No. 1
ORCA calculation (ωB97M-V/def2-TZVPD) on a structure of composition C60H57F3N5OP2SbTeV at a distorted geometry.

Atoms and positions in Å:
V 0.89612 -1.28202 -0.45314
C -2.36038 0.34032 -2.89740
C -2.51262 -0.73066 -3.76873
C -1.71054 -1.84581 -3.62520
C -0.73826 -1.88622 -2.62387
C -0.56497 -0.80628 -1.72607
C -1.41147 0.28609 -1.88479
C 0.21692 -2.97291 -2.46580
C 0.04555 -4.27208 -2.97434
C 0.98908 -5.23205 -2.73060
C 2.14938 -4.89776 -1.99089
C 3.15150 -5.83057 -1.67017
C 4.24539 -5.45798 -0.93274
C 4.41184 -4.12323 -0.54959
C 3.45652 -3.18396 -0.85532
C 2.28703 -3.55439 -1.54145
N 1.30139 -2.63485 -1.74538
H -2.97767 1.22064 -3.00876
H -3.23375 -0.68210 -4.57022
H -1.81635 -2.67038 -4.31158
H -1.35372 1.13058 -1.20739
H -0.84590 -4.50597 -3.53256
H 0.85926 -6.23961 -3.09523
H 3.04732 -6.84755 -2.01414
H 4.98911 -6.18882 -0.66146
H 5.30195 -3.82169 -0.01997
H 3.61628 -2.14035 -0.60865
O 2.03816 0.76956 -1.86364
N 2.13986 0.01345 -0.69700
C 3.05900 0.44442 0.11465
C 3.56496 -0.29909 1.23697
C 4.91867 -0.07116 1.54900
C 5.60716 -0.89129 2.41864
C 4.96060 -1.96068 3.02322
C 3.60756 -2.14643 2.80257
C 2.88895 -1.33224 1.93134
P 1.06257 -1.45601 1.92950
C 0.73942 -3.21165 2.34878
C 0.38077 -4.07909 1.31744
C 0.05960 -5.40007 1.57781
C 0.07946 -5.86884 2.88177
C 0.43862 -5.01652 3.91433
C 0.76123 -3.69624 3.65568
C 0.70991 -0.67945 3.54627
C 1.68057 -0.14354 4.38712
C 1.31477 0.38477 5.61502
C -0.01402 0.40457 6.00351
C -0.98596 -0.12585 5.16633
C -0.62571 -0.66069 3.94508
H 1.74737 0.16533 -2.57098
H 3.60998 1.33438 -0.18635
H 5.44040 0.73444 1.05307
H 6.65213 -0.71584 2.61156
H 5.49850 -2.63032 3.67717
H 3.09913 -2.94209 3.32533
H 0.34890 -3.71541 0.29128
H -0.22013 -6.05831 0.76712
H -0.18519 -6.89426 3.09139
H 0.45803 -5.38055 4.92883
H 1.02998 -3.03721 4.46905
H 2.72022 -0.12918 4.09497
H 2.07319 0.77906 6.27389
H -0.29210 0.82866 6.95525
H -2.01971 -0.12769 5.47703
H -1.37483 -1.08431 3.28164
C -6.02160 -1.81400 0.91868
N -5.28699 -1.51346 -0.38164
C -4.63431 -2.80437 -0.85489
N -3.80588 -3.35606 0.14960
C -4.55119 -3.59865 1.37426
N -5.14145 -2.36953 1.87217
C -4.15808 -1.43592 2.37892
P -2.92350 -0.86922 1.07130
C -4.27980 -0.44986 -0.18397
C -2.60158 -2.58978 0.38883
H -6.81793 -2.52853 0.69181
H -6.45786 -0.88396 1.29273
H -5.96376 -1.20572 -1.08419
H -4.04526 -2.57863 -1.74931
H -5.43596 -3.50743 -1.10300
H -3.87875 -4.01305 2.12538
H -5.34619 -4.32270 1.17848
H -3.61869 -1.91093 3.20251
H -4.67147 -0.55582 2.77932
H -3.79608 -0.22494 -1.14064
H -4.78703 0.45644 0.16096
H -1.97498 -3.13762 1.10075
H -2.04513 -2.48887 -0.55063
F 1.20724 7.20362 -7.20899
C 1.02938 6.36391 -6.17832
C 0.96962 5.00362 -6.42299
C 0.78365 4.14674 -5.35371
C 0.66094 4.64609 -4.06794
C 0.72918 6.01098 -3.84315
C 0.91275 6.88245 -4.89958
Sb 0.39163 3.29660 -2.41184
C 2.11500 4.06851 -1.35665
C 3.32175 3.97159 -2.03650
C 4.51926 4.25420 -1.40556
C 4.49043 4.65340 -0.08129
F 5.64852 4.89006 0.55962
C 3.30126 4.79403 0.60865
C 2.11748 4.48278 -0.03881
C -1.37992 4.33185 -1.66586
C -2.47704 4.27652 -2.51582
C -3.71379 4.75931 -2.12648
C -3.83983 5.29748 -0.85807
F -5.04536 5.73059 -0.44430
C -2.76574 5.37469 0.00675
C -1.53781 4.88288 -0.40596
H 1.06917 4.63578 -7.43139
H 0.73392 3.07863 -5.52324
H 0.63720 6.39598 -2.83566
H 0.96771 7.94807 -4.74808
H 3.32336 3.67831 -3.07594
H 5.46258 4.16449 -1.91875
H 3.31244 5.13795 1.62998
H 1.18839 4.58419 0.50039
H -2.35756 3.85455 -3.50451
H -4.56732 4.72986 -2.78484
H -2.89627 5.81810 0.98076
H -0.70192 4.94797 0.27320
C 1.10775 2.60696 2.57439
Te -0.06688 1.79620 0.96060
C -1.95109 2.30660 1.89749
H 0.92669 2.07383 3.49893
H 0.86831 3.65602 2.70538
H 2.15039 2.50891 2.29356
H -1.90649 3.30955 2.30169
H -2.17917 1.60738 2.69440
H -2.72739 2.26643 1.14180

Highest occupied orbital energy (spin up / spin down) (eV): -11.218 / -11.630
Molar mass (g/mol): 1283.40
Gap between HOMO and LUMO (spin up / spin down) (Eh): 0.2179 / 0.2271
Charge: +2
Spin multiplicity: 4
Relative energy (zero: lowest compared OMol25 entry of this formula, charge and spin) (kcal per mole): 63.1

These are the Löwdin partial charges, in e, on atoms 1 to 8: V 0.548; C -0.104; C -0.071; C -0.026; C -0.216; C -0.205; C -0.211; C -0.207


No. 2
ORCA calculation (ωB97M-V/def2-TZVPD) on a structure of composition C60H60P3SbSeSi2Tc at a distorted geometry.

Atoms and positions in Å:
Tc -0.15476 -0.74807 0.20140
C -3.90472 0.34581 4.71159
C -2.56289 0.40144 5.07388
C -1.65145 1.05586 4.25647
C -2.06818 1.69110 3.07925
C -3.41370 1.61600 2.72072
C -4.32507 0.94984 3.53527
P -0.78122 2.33042 1.96119
C 0.05156 3.68126 2.86977
C 1.06938 4.35031 2.18171
C 1.80008 5.35020 2.80374
C 1.53397 5.68492 4.12704
C 0.53099 5.02306 4.81733
C -0.20899 4.02203 4.19426
C -1.70134 3.20707 0.65632
C -2.50480 4.31499 0.92499
C -3.23124 4.91278 -0.09393
C -3.15940 4.40543 -1.38701
C -2.34475 3.31556 -1.66366
C -1.59300 2.71140 -0.64671
Si -0.37118 1.34527 -1.00942
C 1.39462 2.05073 -0.93242
C 1.70225 3.20761 -1.66189
C 2.97723 3.75878 -1.64165
C 3.98032 3.15702 -0.88852
C 3.69473 2.02252 -0.14377
C 2.41262 1.46864 -0.16443
P 1.96409 0.08368 0.93505
C 2.87067 0.36889 2.47789
C 4.15214 -0.15015 2.65075
C 4.87197 0.16793 3.79462
C 4.31527 0.99250 4.76570
C 3.03228 1.49625 4.60124
C 2.30790 1.17929 3.46147
C 2.66911 -1.43151 0.20172
C 2.22355 -2.64102 0.75637
C 2.63812 -3.85166 0.22229
C 3.48394 -3.86903 -0.88382
C 3.91875 -2.67688 -1.44815
C 3.50896 -1.46015 -0.91074
C -0.65577 0.76537 -2.79690
C -0.44960 1.57465 -3.92515
C -0.75572 1.12076 -5.19980
C -1.22817 -0.17484 -5.38766
C -1.42127 -1.00210 -4.29342
C -1.16013 -0.52622 -3.00725
P -1.56749 -1.51526 -1.53397
C -1.32900 -3.23659 -2.04455
C -2.36488 -4.05778 -2.47994
C -2.09235 -5.35403 -2.90097
C -0.78938 -5.83055 -2.89344
C 0.25030 -5.01271 -2.46192
C -0.01953 -3.72184 -2.03352
C -3.34984 -1.27085 -1.29680
C -3.99511 -0.17024 -1.85168
C -5.33071 0.07824 -1.55111
C -6.02428 -0.77303 -0.70491
C -5.38442 -1.87984 -0.15389
C -4.05132 -2.11936 -0.43889
H -4.61876 -0.16084 5.34906
H -2.22691 -0.06814 5.99231
H -0.60406 1.07490 4.54062
H -3.75979 2.07337 1.80088
H -5.36896 0.90653 3.24660
H 1.28512 4.08687 1.14977
H 2.57882 5.86993 2.25818
H 2.10793 6.46208 4.61684
H 0.31340 5.29148 5.84491
H -1.00081 3.52501 4.74106
H -2.56315 4.70578 1.93585
H -3.85840 5.77127 0.11958
H -3.73668 4.86583 -2.18127
H -2.28989 2.94279 -2.68172
H 0.92090 3.71385 -2.22275
H 3.18429 4.67063 -2.18984
H 4.97561 3.58773 -0.86022
H 4.47200 1.58235 0.47079
H 4.58942 -0.80356 1.90556
H 5.86996 -0.23088 3.92846
H 4.88341 1.23805 5.65545
H 2.59404 2.13839 5.35855
H 1.31415 1.57565 3.32449
H 1.57114 -2.62398 1.62741
H 2.30821 -4.78369 0.66585
H 3.80993 -4.81515 -1.29949
H 4.59081 -2.69363 -2.29923
H 3.86663 -0.52799 -1.32834
H -0.05575 2.57938 -3.80866
H -0.62038 1.77552 -6.05280
H -1.45154 -0.53480 -6.38482
H -1.80282 -2.00694 -4.43722
H -3.38309 -3.68664 -2.49516
H -2.89948 -5.99137 -3.23935
H -0.58231 -6.84133 -3.22333
H 1.26832 -5.38414 -2.45558
H 0.79677 -3.08850 -1.69087
H -3.46549 0.49597 -2.52285
H -5.82671 0.93821 -1.98443
H -7.06585 -0.58140 -0.47625
H -5.93080 -2.55426 0.49616
H -3.55318 -2.97868 0.00172
C -3.32310 -3.52549 3.32566
Si -1.58256 -3.34886 2.76384
C -1.07196 -4.44924 1.37747
C -0.35174 -3.19374 4.13075
Se -1.69915 -1.12703 1.88815
H -3.43088 -4.39608 3.97997
H -3.99866 -3.64351 2.47548
H -3.62563 -2.63509 3.88304
H -0.92257 -5.47302 1.74243
H -0.13923 -4.10555 0.92169
H -1.83925 -4.48338 0.59876
H -0.59768 -3.88154 4.94722
H -0.36186 -2.17670 4.53374
H 0.66041 -3.42461 3.78789
C 2.67989 1.30947 -5.66261
Sb 2.70657 -0.03823 -4.00627
C 2.61433 -1.86364 -5.11984
C 4.82658 0.01968 -3.66604
H 3.51193 1.03007 -6.31201
H 2.80399 2.33795 -5.31884
H 1.73972 1.21331 -6.20186
H 3.39947 -1.81918 -5.87896
H 1.63628 -1.94511 -5.59605
H 2.77070 -2.72272 -4.46586
H 5.29093 0.34611 -4.60037
H 5.18837 -0.97681 -3.40294
H 5.06996 0.72340 -2.87039

Highest occupied orbital energy (spin up / spin down) (eV): -11.875 / -11.875
Molar mass (g/mol): 1228.95
Gap between HOMO and LUMO (spin up / spin down) (Eh): 0.1740 / 0.1911
Charge: +2
Spin multiplicity: 2

These are the Löwdin partial charges, in e, on atoms 1 to 8: Tc 0.472; C -0.077; C -0.081; C -0.172; C -0.461; C -0.111; C -0.066; P 1.071


No. 3
ORCA calculation (ωB97M-V/def2-TZVPD) on a cluster of 6 separate species, C60H63N3O25S2 in total at a distorted geometry.

Atoms and positions in Å:
C 2.33048 -6.07757 -0.11427
C 2.08394 -4.75224 -0.58506
C 1.34730 -3.25199 -0.64976
C 0.05760 -3.12496 -1.67892
C -0.38375 -4.43909 -2.58394
C -0.70808 -1.65571 -1.72332
C -0.17897 -0.39721 -0.75690
C 1.13316 -0.50607 0.24642
C 1.64400 0.76402 1.20722
C 0.89326 0.64784 2.69716
O 1.00104 -0.74391 3.23328
C 1.60666 1.65853 3.82141
N 0.88822 2.98287 3.97065
C 1.91148 -1.98562 0.28494
C 3.25772 -2.24959 1.24181
C 4.66461 -1.86293 0.42417
C 4.97761 -2.93503 -0.77655
C 6.23917 -2.54305 -1.74803
S 7.77628 -1.94955 -0.85200
O 9.01039 -2.52151 -1.65261
O 7.95249 -0.38953 -0.89660
O 7.94788 -2.54289 0.74346
S -1.23090 1.19093 -0.91080
C -3.00031 0.47934 -1.03528
C -4.31342 1.13236 -0.30243
C -4.21945 2.52164 0.58771
N -5.05344 3.56070 -0.19124
C -5.74980 0.30225 -0.51429
C -5.87852 -1.09162 -1.38985
O -7.13042 -1.86880 -1.55762
C -7.04498 -2.95920 -0.53611
C -7.15762 -4.46716 -1.17130
C -6.48887 -4.64778 -2.65736
C -6.51458 -5.65388 -0.21533
C -7.58565 -6.21025 0.91354
C -7.57274 -5.08308 2.13621
C -6.93239 -7.61000 1.52370
C -4.53980 -1.70270 -2.14790
C -3.10703 -0.91024 -1.96006
N -1.88858 -1.47956 -2.65238
H 2.51687 -7.16556 0.34040
H 0.10876 -4.31565 -3.63830
H -0.16485 -5.46868 -2.07294
H -1.56698 -4.39758 -2.73688
H 1.32013 1.81162 0.78071
H 2.80325 0.69310 1.45160
H -0.23255 0.97778 2.63152
H 0.12298 -1.22305 3.06214
H 2.75603 1.78629 3.53825
H 1.51804 1.08008 4.85933
H 1.38125 3.74802 3.44943
H -0.12148 2.91070 3.70521
H 3.26307 -1.55820 2.19615
H 3.25212 -3.38367 1.55598
H 4.49805 -0.77010 -0.00406
H 5.49470 -1.81157 1.25678
H 5.04635 -4.03882 -0.32729
H 4.01039 -2.93915 -1.47590
H 6.56342 -3.52189 -2.34781
H 5.91678 -1.76917 -2.59654
H 7.19041 -3.19984 0.90825
H -4.73067 2.32666 1.64326
H -3.12279 2.93611 0.68654
H -4.58674 4.49829 -0.15418
H -5.03928 3.18544 -1.18445
H -6.69595 0.73286 0.03228
H -8.00325 -2.80168 0.15837
H -6.11848 -2.78639 0.16722
H -8.31173 -4.74793 -1.29167
H -5.34766 -4.99237 -2.59554
H -7.05975 -5.50776 -3.21200
H -6.55811 -3.69571 -3.34754
H -6.28165 -6.56095 -0.94643
H -5.48045 -5.32451 0.22938
H -8.67236 -6.34895 0.49478
H -8.30790 -4.18812 1.86102
H -7.84372 -5.57747 3.18068
H -6.46508 -4.66221 2.15918
H -7.65530 -8.18116 2.25658
H -5.99999 -7.27142 2.16386
H -6.54399 -8.28954 0.62822
H -4.52837 -2.66950 -2.80942
H -2.10227 -2.33337 -3.21234
O 3.10610 5.12944 -4.17882
C 2.00708 5.23366 -3.64560
C 1.34639 6.53453 -3.45630
C 0.15695 6.61481 -2.85679
O -0.47087 7.83387 -2.67807
C -0.54071 5.39850 -2.35680
O -1.62473 5.50595 -1.79333
C 0.10842 4.09537 -2.56746
C 1.29629 4.01453 -3.17007
O 1.91139 2.79297 -3.37394
H 1.86578 7.41079 -3.82256
H -1.31506 7.62791 -2.22043
H -0.41830 3.21754 -2.21489
H 2.75823 2.99956 -3.82613
O -2.76908 7.30356 1.40908
C -2.00029 7.30494 2.36406
C -2.36462 7.88858 3.66453
C -1.49792 7.88864 4.67917
O -1.83475 8.43303 5.90489
C -0.13642 7.30456 4.53326
O 0.64470 7.33591 5.47826
C 0.21960 6.69936 3.24064
C -0.64820 6.69610 2.22692
O -0.32163 6.12678 1.00981
H -3.35673 8.31175 3.75602
H -1.04120 8.31244 6.47079
H 1.20644 6.26235 3.15405
H -1.11295 6.25279 0.44218
O 3.38699 1.37678 5.96649
C 4.52083 1.80978 6.13948
C 5.66828 0.92555 6.39659
C 6.88710 1.43034 6.59732
O 7.97041 0.60494 6.83678
C 7.12967 2.89890 6.57213
O 8.25765 3.33395 6.77845
C 5.98726 3.78199 6.29117
C 4.76898 3.27719 6.08698
O 3.69086 4.10081 5.81974
H 5.47728 -0.13979 6.41438
H 8.73741 1.20764 6.95068
H 6.18138 4.84667 6.25810
H 2.92286 3.49846 5.71186
O 9.45718 2.94977 1.63761
C 10.40517 2.98135 0.86086
C 10.63665 1.92697 -0.13880
C 11.68805 1.98303 -0.95859
O 11.91010 0.99691 -1.90224
C 12.66259 3.10632 -0.89068
O 13.62948 3.12082 -1.64505
C 12.41820 4.17303 0.09233
C 11.36493 4.11892 0.90990
O 11.12725 5.11916 1.83464
H 9.92163 1.11511 -0.17573
H 12.73189 1.26321 -2.36940
H 13.12495 4.99286 0.11872
H 10.30888 4.84975 2.30578
O -11.10446 -6.63436 -8.29144
C -10.22096 -6.04946 -7.67473
C -10.31511 -5.78401 -6.23068
C -9.34286 -5.12978 -5.59244
O -9.42364 -4.87932 -4.23488
C -8.13488 -4.64371 -6.31400
O -7.26652 -4.02916 -5.70371
C -8.02918 -4.93006 -7.75300
C -8.99974 -5.58732 -8.39076
O -8.90622 -5.86243 -9.74268
H -11.19970 -6.14096 -5.71901
H -8.60091 -4.39242 -4.01005
H -7.13720 -4.58649 -8.26157
H -9.73167 -6.34397 -9.96861

Highest occupied orbital energy (eV): -7.953
Molar mass (g/mol): 1290.29
Gap between HOMO and LUMO (Eh): 0.2247
Charge: 0
SMILES: C#Cc1c(C)c2c(c(C[C@@H](O)CN)c1CCCCS(=O)(=O)O)Sc1c(CN)cc(OC[C@@H](C)CC(C)C)cc1N2.O=C1C=C(O)C(=O)C=C1O.O=C1C=C(O)C(=O)C=C1O.O=C1C=C(O)C(=O)C=C1O.O=C1C=C(O)C(=O)C=C1O.O=C1C=C(O)C(=O)C=C1O

These are the Löwdin partial charges, in e, on atoms 1 to 8: C 0.059; C -0.096; C -0.086; C -0.088; C -0.101; C -0.105; C -0.301; C -0.071